[1]
Computed, not measured: a cluster of 9 separate species, C31H54O27 in total, with ωB97M-V/def2-TZVPD.

Structure (XYZ):
```
112
C31H54O27 | OMol25 | ωB97M-V/def2-TZVPD
C 0.644 1.919 -0.439
C 1.074 0.515 -1.011
C 2.591 0.234 -0.944
O 2.763 -0.652 0.083
C 1.525 -1.168 0.469
O 1.265 -2.111 1.170
O 0.591 -0.352 -0.026
H -0.469 1.848 -0.452
H 0.934 2.741 -1.163
H 1.015 2.054 0.547
H 0.632 0.282 -1.945
H 3.081 1.174 -0.632
H 2.967 -0.141 -1.949
C 5.978 -5.107 0.112
C 5.716 -4.254 1.340
C 4.875 -2.971 1.150
O 3.753 -3.133 1.981
C 3.860 -4.314 2.688
O 3.082 -4.619 3.587
O 4.977 -5.010 2.276
H 5.099 -5.456 -0.433
H 6.518 -5.907 0.471
H 6.582 -4.471 -0.589
H 6.643 -4.042 1.849
H 4.481 -2.761 0.123
H 5.478 -2.068 1.451
C 1.911 -4.576 -1.185
C 1.544 -4.194 -2.630
C 0.455 -3.187 -2.830
O 1.105 -1.982 -3.311
C 2.267 -2.310 -3.526
O 2.995 -1.644 -4.191
O 2.590 -3.502 -3.117
H 1.680 -3.859 -0.442
H 2.986 -4.794 -1.084
H 1.356 -5.483 -0.955
H 1.287 -5.064 -3.226
H -0.032 -3.006 -1.822
H -0.310 -3.486 -3.465
C -1.680 0.770 2.639
C -1.185 0.154 3.868
C -1.126 1.069 5.069
O -1.770 0.387 6.172
C -2.326 -0.685 5.686
O -2.955 -1.449 6.426
O -2.067 -0.887 4.419
H -2.776 0.877 2.770
H -1.493 0.174 1.825
H -1.237 1.721 2.260
H -0.206 -0.185 3.528
H -1.617 2.016 4.771
H -0.089 1.143 5.397
C 0.992 1.359 -4.972
O 0.359 2.112 -3.964
C -0.747 2.698 -4.315
O -1.410 2.547 -5.587
O -1.171 3.580 -3.440
C -2.381 4.215 -3.676
H 0.508 0.474 -5.425
H 1.826 0.834 -4.460
H 1.435 2.082 -5.716
H -2.838 4.457 -2.729
H -3.126 3.689 -4.251
H -2.016 5.102 -4.146
C -1.630 -0.693 -4.022
O -2.285 -1.301 -2.975
C -3.476 -1.822 -3.191
O -4.008 -1.940 -4.547
O -4.126 -2.198 -2.106
C -5.380 -3.032 -2.272
H -1.010 -1.421 -4.632
H -1.121 0.092 -3.582
H -2.272 -0.338 -4.725
H -5.823 -3.137 -1.259
H -5.113 -3.992 -2.721
H -5.959 -2.365 -2.946
C 2.442 0.765 3.364
O 2.670 -0.006 4.560
C 3.069 0.614 5.629
O 2.981 2.019 5.616
O 3.701 -0.107 6.711
C 4.085 0.645 7.842
H 3.132 1.549 3.164
H 1.522 1.336 3.533
H 2.387 0.028 2.513
H 4.914 0.126 8.347
H 3.224 0.771 8.499
H 4.457 1.634 7.489
C -3.657 1.242 -1.201
O -4.774 0.517 -1.591
C -5.496 1.025 -2.702
O -5.138 2.223 -3.298
O -6.562 0.234 -3.091
C -7.663 0.875 -3.577
H -3.073 0.534 -0.699
H -3.816 2.052 -0.516
H -3.125 1.586 -2.020
H -8.504 0.240 -3.533
H -7.520 1.214 -4.548
H -7.942 1.715 -2.974
C 0.873 4.639 3.770
O -0.267 4.223 3.068
C -0.419 4.608 1.850
O 0.574 5.242 1.088
O -1.583 4.197 1.207
C -1.947 4.677 -0.112
H 0.945 4.153 4.796
H 0.721 5.735 3.977
H 1.828 4.417 3.104
H -1.940 5.731 -0.344
H -2.924 4.186 -0.156
H -1.362 4.113 -0.867
```

Its LUMO energy is 0.30 eV. Its SMILES is C[C@H]1COC(=O)O1.C[C@H]1COC(=O)O1.C[C@H]1COC(=O)O1.C[C@H]1COC(=O)O1.COC(=O)OC.COC(=O)OC.COC(=O)OC.COC(=O)OC.COC(=O)OC.

---

[2]
Computed, not measured: the molecule C3H7NO2S, with ωB97M-V/def2-TZVPD.

Structure (XYZ):
```
14
C3H7NO2S | OMol25 | ωB97M-V/def2-TZVPD
N 0.562 -1.669 -1.274
C -0.051 -0.706 -0.427
C 0.295 -0.725 1.005
S -0.747 0.313 2.096
C 0.185 0.724 -1.040
O 0.212 1.703 -0.357
O 0.324 0.705 -2.334
H 1.525 -1.733 -1.223
H 0.146 -2.582 -1.125
H -1.147 -0.792 -0.510
H 0.234 -1.767 1.370
H 1.327 -0.407 0.963
H -1.160 -0.829 2.768
H 0.236 -0.232 -2.550
```

Its LUMO energy is 0.47 eV. Its SMILES is N[C@@H](CS)C(=O)O.

---

[3]
Computed, not measured: a cluster of 3 separate species, CH5O4 in total, with ωB97M-V/def2-TZVPD.

Structure (XYZ):
```
10
CH5O4 | OMol25 | ωB97M-V/def2-TZVPD
O -0.450 0.105 -1.923
C 0.331 -0.290 -1.044
O 0.124 -0.490 0.181
H 1.377 -0.511 -1.412
H -2.509 -0.896 -0.346
H -2.161 0.317 0.424
O -2.936 -0.206 0.174
H 2.219 0.444 0.597
H 1.564 0.745 1.874
O 2.442 0.783 1.475
```

Its LUMO energy is 4.41 eV. As for the total charge: -1.

---

[4]
Computed, not measured: a structure of composition C5H6O3, with ωB97M-V/def2-TZVPD.

Structure (XYZ):
```
14
C5H6O3 | OMol25 | ωB97M-V/def2-TZVPD
C 1.099 0.361 -0.096
C -0.085 0.763 0.942
C -0.304 0.393 -1.020
C -1.325 -0.473 -0.604
C -1.011 -0.487 0.853
H 2.994 -0.121 -0.281
H 1.711 1.127 -0.781
H 0.282 1.214 1.986
H -0.254 0.657 -2.050
H -2.158 -0.375 -1.304
H -1.637 -0.815 1.786
O 2.105 -0.625 0.045
O -0.555 1.567 -0.009
O -0.447 -1.571 -0.013
```

Its LUMO energy is 0.65 eV.

---

[5]
Computed, not measured: a cluster of 2 separate species, C2H4N2O3 in total, with ωB97M-V/def2-TZVPD.

Structure (XYZ):
```
11
C2H4N2O3 | OMol25 | ωB97M-V/def2-TZVPD
C 0.559 -0.182 -0.186
C -0.714 0.829 -0.308
H 2.629 0.618 0.207
H 1.481 1.674 -0.676
H -1.022 -2.436 0.940
H -1.928 -0.484 0.268
N 1.625 0.854 0.152
N 0.463 -1.410 0.253
O -0.808 -1.919 -0.273
O -1.826 0.620 0.440
O -0.459 1.836 -0.817
```

Its LUMO energy is -0.41 eV.

---

[6]
Computed, not measured: a structure of composition C8H13N2S, with ωB97M-V/def2-TZVPD.

Structure (XYZ):
```
24
C8H13N2S | OMol25 | ωB97M-V/def2-TZVPD
C -0.299 2.411 -1.259
C -1.153 3.185 -0.557
C -0.010 1.170 -0.700
C -0.725 0.990 0.491
C 0.842 0.108 -1.245
C -0.099 -1.461 0.384
C -1.656 -0.393 2.252
C 1.978 -1.978 -0.773
N -0.582 -0.007 1.431
N 1.122 -0.995 -0.192
S -1.740 2.409 0.877
H 0.085 2.741 -2.238
H -1.755 4.017 -0.990
H 0.365 -0.246 -2.087
H 1.769 0.435 -1.497
H 0.090 -2.111 1.205
H -0.786 -1.656 -0.532
H -1.482 -1.139 3.022
H -1.749 0.607 2.934
H -2.529 -0.724 1.641
H 1.972 -2.680 0.026
H 1.598 -2.693 -1.556
H 2.978 -1.506 -1.153
H 1.766 -0.485 0.515
```

Its LUMO energy (alpha / beta) is -2.73 / -5.83 eV. The multiplicity is 3. As for the total charge: +1.

---

[7]
Computed, not measured: a structure of composition C51H59CdClN3O8Se, with ωB97M-V/def2-TZVPD.

Structure (XYZ):
```
124
C51H59CdClN3O8Se | OMol25 | ωB97M-V/def2-TZVPD
Cd 1.305 -0.095 1.291
C -0.114 0.617 5.743
O 1.021 1.426 5.405
C 1.411 1.033 4.168
N 0.719 0.146 3.595
C -0.432 -0.157 4.439
C -0.728 -1.618 4.685
C -0.086 -2.642 4.006
C -0.400 -3.963 4.294
C -1.358 -4.271 5.247
C -2.016 -3.247 5.914
C -1.703 -1.928 5.632
C 2.572 1.749 3.615
C 3.204 2.685 4.428
C 4.242 3.422 3.900
C 4.625 3.173 2.598
C 3.961 2.192 1.865
N 2.932 1.495 2.359
C 4.446 1.955 0.494
N 3.848 1.353 -0.431
C 4.671 1.403 -1.636
C 5.887 2.266 -1.192
O 5.653 2.526 0.199
C 5.066 0.026 -2.123
C 5.633 -0.891 -1.244
C 6.029 -2.141 -1.692
C 5.885 -2.477 -3.031
C 5.322 -1.565 -3.912
C 4.905 -0.322 -3.458
H -0.924 1.267 6.069
H 0.167 -0.058 6.553
H -1.306 0.271 3.934
H 0.658 -2.407 3.262
H 0.112 -4.759 3.768
H -1.599 -5.304 5.465
H -2.773 -3.471 6.656
H -2.231 -1.128 6.141
H 2.870 2.820 5.445
H 4.738 4.182 4.488
H 5.430 3.722 2.133
H 4.094 1.891 -2.424
H 5.938 3.224 -1.711
H 6.831 1.735 -1.305
H 5.723 -0.642 -0.196
H 6.414 -2.860 -0.982
H 6.200 -3.450 -3.385
H 5.196 -1.829 -4.955
H 4.435 0.375 -4.143
C -0.464 -4.315 -4.425
C -1.751 -3.588 -4.003
C -2.880 -4.617 -3.921
C -2.123 -2.553 -5.078
C -1.519 -2.878 -2.671
C -0.501 -1.939 -2.554
C -0.256 -1.312 -1.350
Se 1.165 -0.019 -1.242
C 0.018 1.549 -1.204
C -0.560 1.928 -2.398
C -1.471 2.977 -2.448
C -1.823 3.546 -1.229
C -1.291 3.170 0.001
C -0.240 2.202 0.040
O 0.447 1.940 1.099
C -1.902 3.830 1.254
C -3.430 3.650 1.215
C -1.573 5.331 1.257
C -1.424 3.232 2.583
C -2.025 3.443 -3.793
C -2.707 2.270 -4.514
C -0.864 3.969 -4.652
C -3.053 4.566 -3.641
C -0.981 -1.584 -0.150
O -0.629 -1.051 0.975
C -2.096 -2.465 -0.309
C -2.295 -3.089 -1.537
C -3.096 -2.811 0.812
C -3.142 -1.797 1.963
C -4.526 -2.882 0.241
C -2.722 -4.182 1.396
H -0.619 -4.868 -5.357
H -0.153 -5.017 -3.649
H 0.350 -3.606 -4.580
H -2.995 -5.118 -4.886
H -3.828 -4.136 -3.675
H -2.665 -5.376 -3.166
H -2.273 -3.040 -6.047
H -1.335 -1.807 -5.183
H -3.044 -2.038 -4.800
H 0.125 -1.678 -3.400
H -0.282 1.382 -3.293
H -2.572 4.327 -1.231
H -3.877 4.153 0.357
H -3.884 4.064 2.120
H -3.682 2.589 1.154
H -1.960 5.818 0.360
H -0.491 5.477 1.283
H -2.011 5.823 2.131
H -1.583 2.153 2.592
H -1.989 3.683 3.406
H -0.364 3.411 2.739
H -2.006 1.455 -4.698
H -3.116 2.595 -5.475
H -3.521 1.877 -3.902
H -0.115 3.192 -4.807
H -0.381 4.809 -4.149
H -1.221 4.307 -5.630
H -3.906 4.237 -3.044
H -3.421 4.862 -4.626
H -2.611 5.444 -3.166
H -3.117 -3.791 -1.607
H -3.371 -0.796 1.590
H -2.193 -1.752 2.481
H -3.920 -2.099 2.674
H -4.736 -1.999 -0.367
H -5.245 -2.913 1.062
H -4.681 -3.771 -0.373
H -1.753 -4.123 1.894
H -2.658 -4.936 0.608
H -3.465 -4.506 2.132
O 4.303 -0.883 2.079
Cl 3.566 -2.112 2.173
O 4.462 -3.213 1.982
O 2.942 -2.183 3.462
O 2.539 -2.147 1.145
```

Its LUMO energy is 1.94 eV. As for the total charge: -1.

---

[8]
Computed, not measured: a cluster of 4 separate species, C6H17NO4 in total, with ωB97M-V/def2-TZVPD.

Structure (XYZ):
```
28
C6H17NO4 | OMol25 | ωB97M-V/def2-TZVPD
C 0.167 0.474 1.708
C 0.058 1.611 1.094
C 1.148 2.609 1.058
C -1.086 1.860 0.154
C -0.738 1.432 -1.348
N -1.388 2.534 -2.108
C -1.410 0.044 -1.736
O -1.126 -0.527 -2.762
H 0.872 0.094 2.372
H -0.744 -0.219 1.578
H 2.054 2.214 1.608
H 0.974 3.646 1.438
H 1.612 2.755 0.178
H -2.060 1.609 0.508
H -1.165 2.982 0.245
H 0.263 1.512 -1.689
H -2.408 2.652 -1.912
H -1.170 2.517 -3.045
H -1.945 -0.440 -0.947
O 0.879 -3.844 0.169
H 1.226 -2.973 -0.053
H 0.850 -4.520 -0.427
O 2.942 -2.373 -0.342
H 3.065 -2.279 -1.271
H 3.283 -3.192 -0.057
O -1.768 -3.436 2.094
H -1.473 -3.876 1.344
H -0.913 -2.866 2.149
```

Its LUMO energy is 0.36 eV. Its SMILES is C=C(C)C[C@H](N)C=O.O.O.O.

---

[9]
Computed, not measured: the molecule C5H13NO, with ωB97M-V/def2-TZVPD.

Structure (XYZ):
```
20
C5H13NO | OMol25 | ωB97M-V/def2-TZVPD
C 1.285 1.568 0.974
C 1.081 0.194 0.262
N 2.320 -0.262 -0.222
C 0.019 0.379 -0.711
C -1.323 -0.068 -0.119
C -1.615 -1.482 0.102
O -2.590 -1.943 -0.801
H 0.281 2.069 1.004
H 1.906 1.561 1.887
H 1.880 2.255 0.275
H 0.852 -0.674 0.960
H 3.125 0.463 -0.018
H 2.334 -0.508 -1.236
H 0.074 -0.355 -1.619
H 0.167 1.287 -1.275
H -1.475 0.451 0.833
H -2.137 0.301 -0.724
H -1.921 -1.434 1.168
H -0.774 -2.063 -0.037
H -3.488 -1.739 -0.703
```

Its LUMO energy is 0.93 eV. Its SMILES is C[C@H](N)CCCO.

---

[10]
Computed, not measured: the molecule C2H2Cl2S, with ωB97M-V/def2-TZVPD.

Structure (XYZ):
```
7
C2H2Cl2S | OMol25 | ωB97M-V/def2-TZVPD
C 1.053 -0.082 0.479
C -1.147 -0.172 -0.636
S -0.003 -1.230 -0.047
Cl 2.724 -0.217 0.059
Cl -2.753 -0.209 -0.001
H 0.857 1.021 0.750
H -0.731 0.889 -0.603
```

Its LUMO energy (alpha / beta) is -0.79 / -0.69 eV.

---

[11]
Computed, not measured: a structure of composition C25H19AgN5O3S2, with ωB97M-V/def2-TZVPD.

Structure (XYZ):
```
55
C25H19AgN5O3S2 | OMol25 | ωB97M-V/def2-TZVPD
Ag 0.210 -14.572 -1.280
S 0.066 -12.207 -1.642
C 1.752 -12.173 -1.428
N 2.446 -13.180 -1.053
C 3.808 -13.040 -1.301
C 4.719 -14.112 -1.276
C 6.036 -13.841 -1.680
C 6.499 -12.573 -1.970
C 5.595 -11.508 -2.048
C 4.277 -11.744 -1.749
S 2.805 -10.757 -1.854
H 4.355 -15.124 -0.872
H 6.804 -14.673 -1.652
H 7.571 -12.351 -2.087
H 5.959 -10.547 -2.275
C -1.749 -19.194 1.122
O -1.016 -18.621 2.165
C -1.394 -17.427 2.654
C -2.480 -16.695 2.202
C -2.786 -15.519 2.776
C -2.119 -15.112 3.926
C -0.903 -15.721 4.226
C -0.539 -16.884 3.620
N 0.733 -17.514 3.847
C 1.932 -16.933 4.139
C 2.378 -15.660 3.914
C 3.354 -15.118 4.878
C 3.785 -13.882 4.803
C 3.295 -13.078 3.698
C 2.410 -13.551 2.789
C 1.858 -14.835 2.836
O 1.091 -15.240 1.934
H -2.806 -19.395 1.472
H -1.221 -20.103 0.842
H -1.841 -18.551 0.155
H -3.064 -17.011 1.340
H -3.732 -15.062 2.418
H -2.398 -14.096 4.211
H -0.211 -15.380 4.973
H 0.753 -18.516 3.792
H 2.523 -17.704 4.638
H 3.580 -15.782 5.714
H 4.416 -13.361 5.489
H 3.614 -12.072 3.522
H 2.154 -12.897 2.003
N 1.339 -17.638 0.047
C 0.592 -17.785 -1.127
O 0.058 -16.764 -1.638
C 0.441 -19.087 -1.626
C -0.578 -19.219 -2.567
N -1.391 -19.465 -3.378
C 0.854 -20.132 -0.798
N 1.240 -20.973 -0.086
H 1.117 -16.790 0.553
H 1.534 -18.406 0.717
```

Its LUMO energy is 1.39 eV. As for the total charge: -1.

---

[12]
Computed, not measured: the molecule C16H12N2O6, with ωB97M-V/def2-TZVPD.

Structure (XYZ):
```
36
C16H12N2O6 | OMol25 | ωB97M-V/def2-TZVPD
N -0.762 4.922 3.911
C 0.573 4.946 4.059
O 1.140 5.157 5.103
C 1.340 4.700 2.743
O 1.255 3.346 2.306
C 0.182 2.973 1.611
O -0.752 3.705 1.370
C 0.257 1.561 1.156
C 1.323 0.739 1.518
C 1.384 -0.581 1.090
C 0.358 -1.049 0.293
C -0.712 -0.227 -0.072
C -0.783 1.081 0.351
C -1.636 -1.022 -0.922
O -2.675 -0.703 -1.436
N -1.057 -2.281 -1.009
C -1.611 -3.355 -1.815
C -0.702 -3.687 -2.951
C 0.001 -4.816 -3.248
C 0.711 -4.536 -4.441
C 0.392 -3.257 -4.773
O -0.463 -2.734 -3.879
C 0.140 -2.388 -0.316
O 0.816 -3.380 -0.243
H -1.343 5.057 4.722
H -1.187 4.720 3.016
H 2.401 4.886 2.916
H 0.948 5.365 1.966
H 2.106 1.142 2.142
H 2.204 -1.225 1.366
H -1.602 1.728 0.079
H -2.578 -2.992 -2.178
H -1.748 -4.243 -1.194
H 0.015 -5.727 -2.686
H 1.368 -5.195 -4.969
H 0.693 -2.629 -5.587
```

Its LUMO energy is -0.97 eV. Its SMILES is NC(=O)COC(=O)c1ccc2c(c1)C(=O)N(Cc1ccco1)C2=O.

---

[13]
Computed, not measured: a cluster of 12 separate species, C3H28O14 in total, with ωB97M-V/def2-TZVPD.

Structure (XYZ):
```
45
C3H28O14 | OMol25 | ωB97M-V/def2-TZVPD
O -0.533 -1.720 -0.035
C 0.660 -1.769 0.084
O 1.238 -2.986 0.305
C 1.634 -0.676 -0.195
C 2.809 -1.161 -1.044
O 3.318 -0.063 -1.739
H 2.187 -3.037 0.520
H 1.904 -0.295 0.791
H 1.145 0.198 -0.603
H 2.476 -1.937 -1.803
H 3.616 -1.600 -0.444
H 2.640 0.427 -2.233
O 0.065 2.668 2.134
H 0.260 2.779 1.188
H -0.826 3.154 2.196
O -0.020 1.459 -2.862
H -0.650 1.780 -3.551
H -0.599 0.765 -2.442
O -0.762 0.645 3.533
H -0.560 1.105 4.358
H -0.543 1.385 2.873
O -2.341 3.138 1.429
H -2.355 2.452 0.753
H -2.421 3.913 0.850
O 0.019 -0.727 -4.865
H 0.712 -0.678 -4.211
H -0.825 -0.615 -4.425
O -3.240 0.957 -0.384
H -3.135 0.346 0.393
H -4.009 0.544 -0.781
O 3.478 -2.917 1.795
H 3.947 -2.129 1.493
H 3.003 -2.516 2.545
O 0.318 2.962 -0.590
H 1.163 3.407 -0.741
H 0.328 2.433 -1.409
O -3.039 -0.419 2.030
H -2.164 -0.190 2.351
H -3.623 -0.240 2.773
O -2.037 -0.191 -2.557
H -2.136 -1.107 -2.285
H -2.144 0.326 -1.718
O 0.611 -1.419 2.521
H 0.230 -2.285 2.391
H 0.000 -0.746 2.917
```

Its LUMO energy is 0.16 eV. Its SMILES is O=C(O)CCO.O.O.O.O.O.O.O.O.O.O.O.